Record 1
ORCA calculation (wB97M-V/def2-TZVPD) on C2H3NO3 in the gas phase.

Computed properties:
Kohn-Sham gap: 10.30 eV
HOMO energy: -9.7 eV

```
9
Properties=species:S:1:pos:R:3:forces:R:3
O 1.9818 -0.2788 0.3388 3.142 2.273 1.257
C 1.4131 -1.2721 0.3246 -3.442 -2.645 -2.176
O 0.0636 -1.2303 -0.1577 -2.156 -0.957 0.839
C -0.9580 -0.2350 -0.0090 3.299 2.095 -1.982
N -0.5480 1.0156 -0.3496 -2.691 -3.900 1.839
O -1.5678 1.9631 -0.1933 -2.093 -2.356 1.007
H 1.6977 -2.4164 0.3428 -0.334 2.246 0.365
H -2.0248 -0.6953 0.1204 2.068 1.179 0.014
H -2.3891 1.4130 0.1876 2.206 2.065 -1.163
```
Forces are in eV/Å.

These are the Löwdin partial charges, in e, on atoms 1 to 2: O 0.14; C -0.31

=====

Record 2
ORCA calculation (wB97M-V/def2-TZVPD) on a molecular structure, C44H50BClIrN9OSeSi.

Computed properties:
2S+1: 2
Kohn-Sham gap (alpha / beta): 5.88 / 6.95 eV
Net charge: +1
HOMO energy (alpha / beta): -9.3 / -10.3 eV
Expectation value of S²: 0.792

```
109
Properties=species:S:1:pos:R:3:forces:R:3
Ir -0.5894 -0.2839 0.5121 0.385 -0.002 0.184
C -5.0536 0.3315 3.5653 0.006 0.002 -0.020
C -3.9959 0.8041 2.6280 -0.078 -0.056 0.017
C -3.6356 2.0933 2.2686 0.033 0.066 -0.035
C -2.5971 1.9526 1.3487 -0.008 -0.039 -0.082
N -2.3420 0.6493 1.1776 0.073 0.007 0.244
N -3.2059 -0.0332 1.9501 -0.011 0.085 -0.164
B -3.1056 -1.5496 1.8207 0.071 -0.024 0.175
N -2.9874 -1.9062 0.3229 -0.065 -0.094 -0.097
N -1.9279 -1.5762 -0.4940 0.077 -0.285 -0.059
C -2.1830 -2.1414 -1.6886 -0.012 0.147 0.056
C -3.4245 -2.7808 -1.6448 0.110 -0.089 -0.032
C -3.8895 -2.6311 -0.3629 -0.099 0.067 0.056
C -5.1580 -3.1576 0.2197 0.016 0.003 0.002
C -1.3472 -2.1857 -2.9060 -0.048 0.103 0.003
C -1.9534 -1.8935 -4.1293 0.029 0.124 -0.023
C -1.2651 -2.0711 -5.3181 0.015 0.019 0.020
C 0.0429 -2.5373 -5.3023 -0.016 0.013 -0.002
C 0.6413 -2.8520 -4.0929 0.008 -0.024 0.011
C -0.0576 -2.6951 -2.9048 0.050 -0.054 -0.051
N -1.8112 -1.9913 2.5267 -0.139 -0.082 -0.239
N -0.6310 -1.7803 1.8964 -0.062 0.485 0.231
C 0.3269 -2.3761 2.6340 -0.026 -0.207 -0.039
C -0.2700 -2.9399 3.7586 -0.064 -0.041 -0.063
C -1.6256 -2.6827 3.6505 0.024 -0.003 0.036
C -2.7415 -3.0739 4.5564 0.007 0.002 -0.027
C 1.7160 -2.6931 2.2559 0.002 0.115 0.013
C 1.9980 -3.2777 1.0243 -0.005 -0.043 -0.003
C 3.2541 -3.8094 0.7763 0.005 0.013 0.028
C 4.2400 -3.7652 1.7542 -0.030 -0.022 -0.009
C 3.9627 -3.1878 2.9855 -0.006 -0.033 0.005
C 2.7063 -2.6563 3.2341 0.030 0.041 0.043
C -1.9923 3.0204 0.5271 -0.023 0.020 0.058
C -1.2635 4.0559 1.1054 -0.055 0.005 0.011
C -0.8584 5.1394 0.3384 0.003 -0.021 0.010
C -1.1925 5.2038 -1.0075 0.014 -0.006 -0.003
C -1.9147 4.1725 -1.5923 0.011 -0.010 0.031
C -2.3059 3.0807 -0.8310 0.039 0.000 -0.011
H -5.6356 1.1776 3.9229 0.000 0.003 -0.003
H -4.6115 -0.1666 4.4286 -0.004 -0.001 0.004
H -5.7287 -0.3723 3.0792 0.000 -0.006 0.003
H -4.1024 3.0120 2.5798 0.003 0.003 0.006
H -4.0573 -2.0865 2.2959 0.070 0.017 0.054
H -3.8825 -3.3380 -2.4430 0.008 0.003 -0.017
H -5.7112 -3.6814 -0.5565 -0.006 -0.001 0.002
H -5.7850 -2.3550 0.6074 -0.002 0.003 0.001
H -4.9651 -3.8551 1.0344 0.000 -0.002 0.000
H -2.9707 -1.5206 -4.1446 -0.008 -0.012 0.011
H -1.7453 -1.8356 -6.2595 0.000 -0.016 -0.006
H 0.5840 -2.6660 -6.2305 0.000 0.002 0.001
H 1.6507 -3.2428 -4.0699 -0.009 0.003 -0.006
H 0.3911 -3.0071 -1.9780 0.089 0.030 0.167
H 0.2171 -3.5501 4.4992 0.015 0.013 0.006
H -2.3500 -3.6491 5.3918 0.005 -0.002 0.001
H -3.4845 -3.6781 4.0367 -0.004 -0.001 0.000
H -3.2417 -2.1899 4.9522 -0.008 -0.008 0.009
H 1.2122 -3.3683 0.2865 0.007 0.037 -0.019
H 3.4538 -4.2865 -0.1745 0.002 -0.013 0.006
H 5.2148 -4.1938 1.5624 0.003 -0.002 -0.003
H 4.7221 -3.1590 3.7557 0.002 0.005 0.000
H 2.4833 -2.2233 4.2020 -0.009 -0.001 0.002
H -1.0437 4.0227 2.1671 0.000 0.005 0.003
H -0.3035 5.9483 0.7965 -0.002 0.007 0.005
H -0.8899 6.0564 -1.6005 -0.006 0.008 -0.006
H -2.1728 4.2175 -2.6422 -0.003 0.008 -0.006
H -2.8982 2.2877 -1.2722 0.003 -0.008 -0.004
C 2.7270 3.6028 2.8494 -0.039 0.021 0.001
N 1.6903 2.5945 2.7740 0.015 -0.022 0.025
C 1.0019 2.0031 3.8976 -0.056 0.038 -0.014
C 0.0681 1.0184 3.2084 0.053 0.071 -0.032
O -0.7690 0.3650 3.7683 -0.024 -0.043 -0.039
N 0.3471 1.0462 1.8375 0.207 -0.369 0.100
C 1.2650 2.0150 1.6461 -0.078 0.180 -0.228
N 1.6832 2.4156 0.4598 -0.081 0.018 0.219
H 2.8374 3.9056 3.8870 0.008 -0.010 0.003
H 2.4595 4.4906 2.2719 -0.008 0.001 -0.004
H 3.6857 3.2135 2.4997 0.001 -0.004 -0.006
H 0.4223 2.7353 4.4622 0.010 -0.004 0.019
H 1.6730 1.4738 4.5772 0.013 -0.004 -0.012
H 2.3060 3.1975 0.3653 0.002 -0.005 0.000
H 1.3658 1.9281 -0.3721 0.053 -0.026 0.020
C 4.4616 -1.3002 -1.5673 0.052 -0.045 -0.017
Si 3.6322 -0.0054 -0.5240 -0.073 -0.030 0.224
C 4.1229 -0.0982 1.2694 -0.038 0.018 0.034
C 4.0777 1.6658 -1.2473 0.082 0.029 -0.073
Se 1.3996 -0.5236 -0.8698 -0.584 -0.229 -0.562
H 5.5483 -1.1893 -1.5230 0.002 0.002 -0.002
H 4.1500 -1.1935 -2.6086 0.006 -0.007 -0.001
H 4.2017 -2.3026 -1.2322 0.013 -0.017 -0.021
H 5.1252 0.3122 1.4177 0.017 -0.004 -0.022
H 4.1217 -1.1324 1.6108 0.011 0.073 -0.012
H 3.4269 0.4584 1.9012 0.024 0.012 0.034
H 4.9894 1.5432 -1.8371 0.012 0.008 0.005
H 4.2903 2.4088 -0.4761 -0.018 0.003 -0.008
H 3.3085 2.0501 -1.9165 0.030 -0.024 -0.001
Cl 0.4985 0.5778 -7.8752 0.000 -0.034 -0.045
C 0.6984 1.2973 -6.3166 0.030 0.031 0.047
C 1.8600 2.0109 -6.0297 -0.061 -0.013 0.035
C 2.0036 2.5885 -4.7881 0.005 -0.017 -0.013
C 1.0024 2.4571 -3.7930 0.021 0.015 0.041
C 1.1346 3.0733 -2.5435 0.009 0.195 -0.190
C -0.1479 1.6968 -4.1170 0.005 0.008 0.035
C -0.3070 1.1466 -5.3652 0.024 -0.022 -0.022
H 2.6286 2.1116 -6.7833 -0.001 0.003 -0.006
H 2.8958 3.1608 -4.5635 -0.002 0.002 -0.001
H 0.3438 3.0284 -1.8112 -0.024 -0.056 -0.039
H 1.9675 3.7394 -2.3545 -0.006 -0.012 0.024
H -0.9152 1.5545 -3.3656 -0.017 0.015 0.027
H -1.1955 0.5865 -5.6128 -0.003 0.005 -0.005
```
Forces are in eV/Å.

These are the Löwdin partial charges, in e, on atoms 1 to 2: Ir 1.10; C 0.01

=====

Record 3
ORCA calculation (wB97M-V/def2-TZVPD) on 2 unconnected molecules or ions with the total composition ClFN3.

Computed properties:
Kohn-Sham gap (alpha / beta): 6.12 / 6.26 eV
Net charge: +1
HOMO energy (alpha / beta): -17.3 / -17.4 eV

```
5
Properties=species:S:1:pos:R:3:forces:R:3
N -1.4254 -1.3246 0.1664 0.099 0.278 0.113
N -0.8144 -0.4028 0.0311 -2.853 -2.811 2.485
N -0.1098 0.4835 -0.4259 5.496 2.011 -3.280
F 0.0288 1.6267 0.2045 -0.996 0.063 1.061
Cl 2.3208 -0.3829 0.0239 -1.745 0.458 -0.378
```
Forces are in eV/Å.

These are the Löwdin partial charges, in e, on atoms 1 to 2: N 0.45; N -0.04

=====

Record 4
ORCA calculation (wB97M-V/def2-TZVPD) on a molecular structure, C74H75BrN3O2P2RbS3.

Computed properties:
Kohn-Sham gap: 4.77 eV
Net charge: -2
HOMO energy: -1.6 eV

```
161
Properties=species:S:1:pos:R:3:forces:R:3
Rb 0.1754 0.4704 0.5809 -0.150 0.397 0.279
S 1.0859 -2.4733 2.2605 -0.062 -0.033 0.015
P 1.8178 -2.8193 0.4259 -0.248 0.057 -0.162
C 1.2138 -1.7946 -0.7679 0.939 -0.855 -0.111
P 1.8913 -1.6068 -2.2770 -0.496 0.137 -0.203
S 1.7749 0.2568 -3.0674 0.089 0.028 -0.073
C 0.9650 -2.6252 -3.5435 -0.105 0.090 -0.027
C 1.2911 -2.6406 -4.9011 -0.060 0.004 -0.013
C 0.5022 -3.3242 -5.8176 0.005 0.011 0.092
C -0.6443 -3.9922 -5.3923 0.074 0.041 0.025
C -0.9850 -3.9742 -4.0468 0.044 0.057 0.063
C -0.1811 -3.2975 -3.1304 0.059 -0.071 -0.063
C 3.6504 -2.1074 -2.5945 0.044 0.013 0.107
C 4.6493 -1.2709 -2.0831 -0.044 -0.086 -0.063
C 5.9904 -1.5766 -2.2456 -0.058 0.003 -0.043
C 6.3686 -2.7230 -2.9404 -0.053 0.026 0.020
C 5.3921 -3.5632 -3.4496 -0.085 0.053 0.052
C 4.0428 -3.2596 -3.2679 0.092 -0.014 -0.017
C 3.6562 -2.7932 0.6372 0.027 0.097 0.080
C 4.5243 -3.7973 0.2204 0.049 -0.013 0.028
C 5.8977 -3.6855 0.4294 -0.088 0.034 0.027
C 6.4188 -2.5678 1.0628 -0.077 0.004 -0.013
C 5.5619 -1.5528 1.4819 -0.048 -0.081 -0.026
C 4.1970 -1.6670 1.2680 0.021 -0.080 -0.025
C 1.5280 -4.6324 0.0636 -0.047 -0.017 0.025
C 1.7933 -5.1318 -1.2103 -0.053 0.001 -0.036
C 1.5294 -6.4537 -1.5464 -0.018 0.061 0.039
C 0.9763 -7.3104 -0.6017 0.026 0.072 0.046
C 0.7025 -6.8291 0.6726 0.032 0.087 -0.005
C 0.9788 -5.5033 1.0012 0.027 -0.058 0.028
H 2.1594 -2.0860 -5.2390 0.007 -0.001 0.001
H 0.7711 -3.3273 -6.8686 0.005 0.008 0.011
H -1.2659 -4.5191 -6.1085 0.011 0.008 0.010
H -1.8758 -4.4935 -3.7059 0.037 0.017 0.006
H -0.4167 -3.2699 -2.0694 -0.003 -0.012 -0.020
H 4.3525 -0.3715 -1.5591 0.009 0.004 -0.030
H 6.7448 -0.9228 -1.8219 -0.032 -0.019 -0.005
H 7.4181 -2.9642 -3.0698 -0.012 0.012 0.008
H 5.6738 -4.4640 -3.9845 -0.018 0.006 0.003
H 3.2962 -3.9338 -3.6687 0.004 0.002 -0.053
H 4.1344 -4.6811 -0.2684 0.024 -0.005 0.001
H 6.5580 -4.4760 0.0892 -0.013 0.001 -0.006
H 7.4873 -2.4843 1.2292 0.000 0.005 0.006
H 5.9454 -0.6778 1.9931 -0.007 0.015 0.002
H 3.5336 -0.8850 1.6216 0.008 0.002 0.030
H 2.2020 -4.4669 -1.9589 -0.014 -0.040 0.031
H 1.7390 -6.8074 -2.5501 0.007 0.013 0.010
H 0.7581 -8.3414 -0.8589 -0.003 0.011 0.008
H 0.2680 -7.4887 1.4177 0.009 0.026 -0.014
H 0.7599 -5.1155 1.9896 -0.010 0.002 -0.011
C -5.3050 2.8822 0.3546 0.032 -0.004 0.104
C -4.2947 3.8512 0.9153 0.022 -0.089 -0.091
C -4.4267 5.2192 0.7054 -0.004 0.025 0.010
C -3.4925 6.1117 1.2111 0.015 -0.044 -0.025
C -2.4055 5.6281 1.9237 0.065 0.012 -0.015
C -2.2240 4.2650 2.1384 0.089 0.015 0.066
C -1.0265 3.7423 2.8792 -0.070 0.037 -0.036
C -3.1888 3.3862 1.6397 0.066 -0.142 -0.034
N -3.0177 1.9872 1.7819 -0.225 0.139 -0.426
C -3.5448 1.3736 2.7492 0.085 -0.306 0.397
C -4.2308 2.0347 3.9234 -0.023 -0.020 -0.054
C -3.5063 -0.1428 2.7650 -0.325 0.264 0.098
C -4.7372 -0.8110 3.3375 -0.007 0.021 -0.019
N -2.5070 -0.7438 2.2929 0.378 -0.149 -0.163
C -2.4619 -2.1686 2.2663 -0.035 0.162 0.022
C -2.1715 -2.8993 3.4159 0.017 0.054 0.108
C -1.8536 -2.2418 4.7359 -0.014 -0.061 -0.066
C -2.0892 -4.2852 3.3123 0.019 -0.007 0.047
C -2.2682 -4.9270 2.1018 0.022 0.038 -0.046
C -2.5309 -4.1764 0.9638 -0.011 -0.057 0.016
C -2.6340 -2.7957 1.0270 -0.067 0.092 -0.060
C -2.8939 -1.9783 -0.2098 0.094 -0.078 0.090
H -5.9573 3.3815 -0.3636 0.020 0.008 0.014
H -5.9386 2.4604 1.1402 -0.003 -0.006 0.036
H -4.8164 2.0416 -0.1434 -0.067 0.077 0.143
H -5.2721 5.5826 0.1290 0.032 -0.007 0.017
H -3.5994 7.1742 1.0311 -0.001 -0.007 0.009
H -1.6597 6.3140 2.3108 -0.022 -0.006 -0.009
H -0.5205 4.5433 3.4162 -0.006 0.036 0.007
H -0.2868 3.2969 2.2120 0.050 -0.054 -0.041
H -1.2969 2.9673 3.5977 0.007 0.014 0.024
H -4.0177 3.1015 3.9352 -0.020 0.006 0.011
H -3.8819 1.5906 4.8590 0.008 -0.008 -0.044
H -5.3137 1.8943 3.8799 0.007 0.002 -0.004
H -5.6452 -0.3301 2.9635 0.039 -0.002 0.013
H -4.7494 -0.7382 4.4289 0.010 0.008 -0.032
H -4.7490 -1.8635 3.0655 -0.014 -0.018 0.012
H -0.7732 -2.2611 4.9034 -0.041 -0.011 -0.039
H -2.3361 -2.7761 5.5582 0.015 -0.002 -0.006
H -2.1575 -1.1975 4.7756 -0.003 -0.027 -0.014
H -1.8430 -4.8576 4.2016 -0.008 0.012 -0.032
H -2.1659 -6.0033 2.0306 -0.008 0.019 0.002
H -2.6380 -4.6657 0.0015 -0.002 -0.001 0.017
H -3.2612 -2.6161 -1.0161 0.032 0.000 0.001
H -1.9734 -1.4919 -0.5462 0.002 -0.046 -0.017
H -3.6190 -1.1819 -0.0341 -0.021 -0.016 -0.019
C 3.9091 1.8231 0.0855 0.052 0.106 0.011
C 4.3676 2.7902 1.1831 -0.079 -0.065 -0.028
C 3.6539 4.1419 1.0494 0.020 -0.034 0.038
C 4.2365 2.1637 2.5599 0.099 -0.063 -0.001
C 5.3870 1.8039 3.2498 -0.095 0.037 0.014
C 5.3443 1.2064 4.5073 -0.138 0.016 -0.085
C 4.0912 0.9994 5.0784 -0.014 0.026 -0.035
C 2.9090 1.3466 4.4377 0.007 -0.039 0.082
C 1.6050 1.2277 5.2110 0.001 0.034 -0.053
C 0.4662 0.5142 4.4786 0.044 0.081 0.103
C 1.1458 2.6229 5.6599 0.001 0.013 -0.066
C 2.9384 1.9096 3.1192 -0.135 0.186 -0.146
O 1.8641 2.2097 2.4710 -0.008 -0.119 0.068
H 4.0508 2.2493 -0.9149 -0.023 -0.021 0.050
H 2.8519 1.5916 0.2134 0.023 0.003 -0.016
H 4.4652 0.8846 0.1400 -0.015 0.064 0.016
H 5.4371 2.9748 1.0329 0.076 -0.011 -0.031
H 2.5825 4.0088 1.1996 0.017 0.004 -0.012
H 3.8304 4.5708 0.0554 -0.004 -0.024 0.040
H 4.0203 4.8504 1.7992 -0.008 -0.026 -0.022
H 6.3514 1.9962 2.7819 -0.016 0.003 -0.002
H 6.2512 0.9099 5.0210 -0.007 0.005 -0.004
H 4.0271 0.5500 6.0681 -0.007 0.018 -0.019
H 1.8333 0.6451 6.1104 0.012 0.008 0.075
H 0.2619 1.0546 3.5571 -0.088 -0.063 -0.041
H -0.4384 0.5071 5.1030 0.071 -0.016 -0.016
H 0.7276 -0.5136 4.2270 0.026 0.032 -0.059
H 0.9321 3.2338 4.7787 0.044 -0.048 0.059
H 1.9280 3.1216 6.2376 -0.013 -0.008 0.007
H 0.2389 2.5660 6.2755 0.023 -0.004 -0.037
Br -2.0868 6.7084 -2.7949 0.028 0.002 0.038
C -0.7952 5.3522 -2.4609 -0.068 -0.038 0.089
C 0.2879 5.2025 -3.3059 0.034 0.047 -0.071
C 1.1777 4.1805 -3.0349 0.021 -0.018 0.014
C 0.9423 3.3540 -1.9425 -0.112 -0.075 0.083
N -0.1177 3.4935 -1.1467 0.002 0.230 0.130
C -0.9722 4.4874 -1.3943 0.116 -0.121 -0.075
H 0.4217 5.8613 -4.1541 -0.008 -0.012 0.001
H 2.0363 4.0028 -3.6700 -0.018 -0.010 0.032
H 1.6053 2.5220 -1.7320 0.009 0.061 -0.008
H -1.8323 4.5831 -0.7404 -0.020 0.009 0.073
O -2.1299 0.9450 -1.3295 -0.146 0.276 -0.489
S -3.0365 1.8857 -2.0429 0.124 0.007 0.463
C -4.3407 0.8602 -2.7352 0.040 0.009 -0.067
C -5.6062 1.3864 -2.9351 -0.068 0.030 -0.043
C -6.6029 0.5732 -3.4617 0.035 -0.009 0.018
C -6.3247 -0.7534 -3.7653 0.054 0.030 0.022
C -5.0516 -1.2702 -3.5462 0.017 0.039 0.013
C -4.0503 -0.4623 -3.0261 -0.017 -0.117 -0.070
C -2.3093 2.3592 -3.6118 0.011 -0.184 0.026
C -1.2400 1.6269 -4.0869 0.109 0.036 -0.048
C -0.6721 1.9925 -5.3030 0.001 0.030 0.060
C -1.1866 3.0677 -6.0154 -0.029 -0.017 0.036
C -2.2580 3.8031 -5.5116 0.032 -0.058 0.004
C -2.8221 3.4540 -4.2946 -0.038 -0.018 -0.050
H -5.8121 2.4215 -2.6787 0.024 -0.078 -0.023
H -7.5970 0.9722 -3.6230 0.010 -0.005 0.001
H -7.1035 -1.3889 -4.1686 0.005 -0.001 0.002
H -4.8350 -2.3052 -3.7790 -0.002 0.006 -0.004
H -3.0507 -0.8425 -2.8391 -0.055 0.024 0.015
H -0.8110 0.8208 -3.4987 0.023 -0.011 -0.059
H 0.1906 1.4399 -5.6556 -0.021 -0.002 -0.003
H -0.7382 3.3524 -6.9598 0.001 0.003 -0.004
H -2.6380 4.6602 -6.0548 0.009 -0.008 0.006
H -3.6361 4.0379 -3.8742 0.053 -0.042 -0.011
```
Forces are in eV/Å.

These are the Löwdin partial charges, in e, on atoms 1 to 2: Rb 0.50; S 0.27

=====

Taking the records one at a time from the top gives energy above the lowest of the compared OMol25 structures with the same formula, charge and spin values of 466.1, 41.1, 376.9, 0.0 kJ/mol.
Taking the records one at a time from the top gives total energy values of -9751.2586, -151160.3809, -19692.7630, -208305.8436 eV.